# 1
Formula: C3H7N2OPS
Source: the Open Molecules 2025 dataset
Level of theory: the ωB97M-V functional and the def2-TZVPD basis

Properties
Charge: 0
Electronic energy in Eh: -1042.67845
Molecular weight in g/mol: 150.14
Multiplicity: 1

Cartesian coordinates (Å):
C1 -2.0249 0.9697 -0.2925
C2 -0.8914 0.9515 0.1814
C3 -3.4148 0.5361 -0.5014
N1 3.2926 -0.3096 -0.2690
N2 1.1956 -1.2156 1.0141
O1 0.9573 -0.6169 -1.3932
P1 1.6162 -0.1350 -0.1720
S1 1.4436 1.8897 0.2177
H1 -3.6875 0.6757 -1.5163
H2 -4.1193 0.9202 0.2048
H3 -3.5681 -0.5135 -0.1898
H4 3.8933 0.4163 0.0278
H5 3.8168 -1.1621 -0.3850
H6 1.3373 -1.2297 2.0200
H7 0.1534 -1.1768 1.0535

=====

# 2
Formula: C25H31CsF5GeN4O3Se
Source: the Open Molecules 2025 dataset
Level of theory: the ωB97M-V functional and the def2-TZVPD basis

Properties
Charge: -2
Electronic energy in Eh: -6413.85766
Molecular weight in g/mol: 815.01
Expectation value of S²: 0.7529
Multiplicity: 2

Cartesian coordinates (Å):
Cs1 0.6979 0.6317 -1.5553
C1 -3.7564 1.7797 1.2841
C2 -2.8553 1.2356 0.1672
C3 -3.2868 1.8557 -1.1587
C4 -3.0076 -0.2872 0.0955
O1 -1.4999 1.5759 0.3594
Ge1 -0.6420 1.6468 2.0315
O2 0.8922 2.2477 1.1777
C5 2.1660 2.3616 1.8023
C6 2.9043 3.4885 1.0910
C7 2.9502 1.0549 1.6462
C8 2.0343 2.7057 3.2911
O3 -0.1013 -0.1731 2.0100
C9 -0.3442 -1.1733 2.9666
C10 -0.6432 -2.4842 2.2271
C11 0.9102 -1.3685 3.8209
C12 -1.5261 -0.8378 3.8850
H1 -4.8104 1.6758 1.0058
H2 -3.5345 2.8346 1.4586
H3 -3.5948 1.2491 2.2262
H4 -4.3288 1.6140 -1.3924
H5 -2.6570 1.4884 -1.9726
H6 -3.1778 2.9416 -1.1111
H7 -4.0623 -0.5843 0.0895
H8 -2.5110 -0.7363 0.9548
H9 -2.5355 -0.6817 -0.8103
H10 2.9683 3.2794 0.0214
H11 3.9242 3.5915 1.4765
H12 2.3728 4.4340 1.2320
H13 3.2450 0.8939 0.6054
H14 2.3109 0.2300 1.9615
H15 3.8578 1.0609 2.2604
H16 1.4162 3.5975 3.4252
H17 3.0238 2.8894 3.7211
H18 1.5673 1.8882 3.8485
H19 0.0918 -2.6172 1.4297
H20 -1.6374 -2.4552 1.7741
H21 -0.5956 -3.3461 2.9014
H22 1.7668 -1.5760 3.1767
H23 0.7931 -2.1969 4.5281
H24 1.1231 -0.4557 4.3827
H25 -2.4235 -0.6453 3.2899
H26 -1.3185 0.0581 4.4722
H27 -1.7345 -1.6684 4.5690
F1 4.3636 2.7061 -2.2211
C13 4.8736 1.4248 -2.1423
C14 4.0711 0.3792 -1.7989
C15 4.7138 -0.8190 -1.7617
F2 4.0256 -1.9784 -1.4362
C16 6.0547 -1.0143 -2.0321
F3 6.6518 -2.2314 -1.9828
C17 6.8205 0.0851 -2.3687
F4 8.1387 -0.0552 -2.6385
C18 6.2238 1.3300 -2.4264
F5 6.9885 2.3989 -2.7568
N1 0.1924 0.7662 -4.3441
C19 0.0243 0.7272 -5.4999
N2 -0.1129 0.6283 -6.7869
C20 -0.7776 1.4493 -7.5592
N3 -1.3357 2.1132 -8.3369
Se1 -1.3499 -4.5641 -2.2698
C21 -3.0981 -3.9252 -1.9093
C22 -3.5260 -3.7450 -0.6001
C23 -4.8160 -3.2835 -0.3856
N4 -5.6801 -2.9967 -1.3582
C24 -5.2414 -3.1524 -2.6067
C25 -3.9739 -3.6072 -2.9394
H28 -2.8734 -3.9379 0.2418
H29 -5.1656 -3.1304 0.6292
H30 -5.9396 -2.8969 -3.3961
H31 -3.6842 -3.6940 -3.9788

=====

# 3
Formula: C54H45GeN5O3S4Tc
Source: the Open Molecules 2025 dataset
Level of theory: the ωB97M-V functional and the def2-TZVPD basis

Properties
Charge: +1
Electronic energy in Eh: -6334.50509
Molecular weight in g/mol: 1110.86
Multiplicity: 1

Cartesian coordinates (Å):
Tc1 -0.4161 -0.7633 0.2834
O1 -0.2440 0.0576 2.1134
C1 -1.1818 0.3150 3.0004
C2 -0.7773 0.5102 4.3311
C3 -1.6939 0.8123 5.3130
C4 -3.0545 0.9476 5.0180
C5 -3.4674 0.7763 3.7196
C6 -2.5563 0.4527 2.6946
C7 -3.1036 0.3060 1.3733
N1 -2.4827 -0.1250 0.3299
N2 -3.2940 -0.2148 -0.8064
C8 -2.7752 0.2192 -1.8801
O2 -1.5354 0.8089 -1.9351
C9 -3.4573 0.1985 -3.1791
C10 -2.8066 0.6476 -4.3262
C11 -3.4595 0.5998 -5.5480
C12 -4.7554 0.1129 -5.6257
C13 -5.4077 -0.3259 -4.4793
C14 -4.7643 -0.2833 -3.2565
H1 0.2779 0.4208 4.5573
H2 -1.3493 0.9511 6.3298
H3 -3.7643 1.1931 5.7945
H4 -4.5142 0.8900 3.4630
H5 -4.1540 0.5585 1.2410
H6 -1.8051 1.0513 -4.2627
H7 -2.9565 0.9508 -6.4386
H8 -5.2633 0.0808 -6.5801
H9 -6.4214 -0.6972 -4.5409
H10 -5.2634 -0.6174 -2.3576
C15 -2.4491 -4.3999 2.8975
C16 -3.2010 -3.8455 1.8744
C17 -2.6475 -2.8416 1.1102
N3 -1.4091 -2.3802 1.3176
C18 -0.6695 -2.9268 2.2937
C19 -1.1633 -3.9341 3.1018
H11 -2.8582 -5.1831 3.5208
H12 -4.2054 -4.1818 1.6628
H13 -3.2051 -2.3923 0.3010
H14 0.3339 -2.5436 2.4282
H15 -0.5344 -4.3411 3.8797
S1 3.2249 1.5109 5.3702
C20 2.8935 0.4351 4.1675
S2 2.8319 0.9127 2.4941
C21 2.2796 -0.6613 2.0584
N4 2.1965 -1.4880 3.0380
N5 2.5548 -0.8833 4.2207
C22 2.4854 -1.6968 5.3954
C23 3.3718 -1.5122 6.4461
C24 3.2718 -2.3260 7.5653
C25 2.3055 -3.3160 7.6385
C26 1.4351 -3.5014 6.5738
C27 1.5219 -2.6951 5.4524
S3 1.8623 -1.1436 0.4118
H16 4.1313 -0.7492 6.3927
H17 3.9644 -2.1813 8.3833
H18 2.2331 -3.9431 8.5164
H19 0.6852 -4.2809 6.6148
H20 0.8602 -2.8406 4.6139
C28 3.9362 -2.3512 -5.6638
C29 2.8944 -2.3627 -4.5826
C30 2.8789 -3.3540 -3.6114
C31 1.9021 -3.3777 -2.6256
C32 0.9413 -2.3820 -2.6139
C33 0.9502 -1.3562 -3.5497
C34 1.9169 -1.3647 -4.5355
S4 -0.3253 -2.5228 -1.3738
C35 -1.7361 -2.7185 -2.4606
O3 -0.1381 -3.8200 -0.7050
H21 4.5818 -3.2249 -5.6010
H22 4.5609 -1.4621 -5.5880
H23 3.4719 -2.3405 -6.6507
H24 3.6332 -4.1305 -3.6285
H25 1.8720 -4.1576 -1.8779
H26 0.2036 -0.5692 -3.5299
H27 1.9175 -0.5856 -5.2867
H28 -1.6250 -3.7176 -2.8799
H29 -1.7258 -1.9697 -3.2507
H30 -2.6482 -2.6395 -1.8752
C36 -0.5660 0.5761 -1.0450
Ge1 0.6711 2.2666 -1.2111
C37 2.2894 1.8093 -2.1707
C38 3.3834 1.3552 -1.4309
C39 4.6065 1.1164 -2.0368
C40 4.7651 1.3582 -3.3919
C41 3.6915 1.8150 -4.1420
C42 2.4617 2.0285 -3.5370
C43 -0.6203 3.4604 -2.0687
C44 -0.5599 3.9647 -3.3642
C45 -1.5840 4.7578 -3.8690
C46 -2.6889 5.0522 -3.0879
C47 -2.7593 4.5686 -1.7884
C48 -1.7328 3.7857 -1.2874
C49 1.0779 3.0090 0.5246
C50 0.2208 2.9259 1.6166
C51 0.5188 3.5767 2.8033
C52 1.6849 4.3207 2.9091
C53 2.5349 4.4361 1.8176
C54 2.2293 3.7909 0.6284
H31 3.2943 1.2142 -0.3635
H32 5.4402 0.7636 -1.4441
H33 5.7276 1.2030 -3.8603
H34 3.8117 2.0102 -5.1997
H35 1.6370 2.3632 -4.1515
H36 0.2967 3.7774 -3.9964
H37 -1.5124 5.1489 -4.8754
H38 -3.4858 5.6680 -3.4829
H39 -3.6077 4.8134 -1.1626
H40 -1.7979 3.4359 -0.2620
H41 -0.6790 2.3320 1.5552
H42 -0.1481 3.4837 3.6512
H43 1.9313 4.8121 3.8405
H44 3.4399 5.0238 1.8956
H45 2.9119 3.8796 -0.2094